1.
{
  "formula": "H24O12",
  "method": "the ωB97M-V functional and the def2-TZVPD basis",
  "symbols": ["O", "H", "H", "O", "H", "H", "O", "H", "H", "O", "H", "H", "O", "H", "H", "O", "H", "H", "O", "H", "H", "O", "H", "H", "O", "H", "H", "O", "H", "H", "O", "H", "H", "O", "H", "H"],
  "coordinates": [[-0.853, -0.366, -0.457], [-0.441, -0.700, 0.370], [-1.359, 0.365, -0.132], [1.931, -4.271, 0.845], [1.763, -4.200, 1.710], [1.104, -4.698, 0.545], [-1.150, -4.854, 3.559], [-1.132, -4.024, 3.073], [-1.314, -4.670, 4.523], [1.278, 3.917, -1.217], [0.553, 3.756, -1.868], [1.164, 4.750, -0.952], [0.514, 1.064, 2.823], [1.174, 1.063, 3.523], [1.083, 1.001, 2.120], [-1.467, -0.383, 2.282], [-0.904, -1.121, 2.578], [-1.908, -0.048, 3.017], [-3.355, 2.509, 0.052], [-3.864, 3.316, -0.184], [-2.387, 2.710, -0.122], [0.770, -1.167, -2.443], [1.249, -1.611, -3.235], [0.196, -0.551, -2.905], [-4.235, 2.310, -3.139], [-4.007, 1.474, -3.519], [-4.724, 2.881, -3.809], [3.441, -0.023, -0.384], [3.647, -0.277, -1.319], [3.193, 0.832, -0.326], [2.060, -1.101, 0.683], [1.995, -1.657, -0.086], [1.751, -0.281, 0.498], [1.356, 1.615, -2.278], [1.376, 0.660, -2.451], [1.499, 1.782, -1.375]],
  "nbo_charge": [-0.9550, 0.4800, 0.4709, -0.9194, 0.4575, 0.4625, -0.9496, 0.4716, 0.4783, -0.9415, 0.4851, 0.4581, -0.9130, 0.4599, 0.4523, -0.9400, 0.4679, 0.4739, -0.9455, 0.4755, 0.4697, -0.9278, 0.4674, 0.4786, -0.9488, 0.4756, 0.4737, -0.9285, 0.4750, 0.4525, -0.9239, 0.4839, 0.4432, -0.9721, 0.4799, 0.4722],
  "e_lumo_ha": 0.0064,
  "smiles": "O.O.O.O.O.O.O.O.O.O.O.O",
  "gap_ev": 9.3
}

2.
{
  "formula": "H24O12",
  "method": "the ωB97M-V functional and the def2-TZVPD basis",
  "symbols": ["O", "H", "H", "O", "H", "H", "O", "H", "H", "O", "H", "H", "O", "H", "H", "O", "H", "H", "O", "H", "H", "O", "H", "H", "O", "H", "H", "O", "H", "H", "O", "H", "H", "O", "H", "H"],
  "coordinates": [[-1.970, -1.724, 1.204], [-1.855, -1.581, 2.109], [-2.323, -0.824, 0.866], [-0.256, -3.089, -0.134], [-0.989, -2.340, 0.211], [-0.810, -3.943, -0.098], [-1.790, 1.910, 2.164], [-2.666, 1.934, 1.878], [-1.492, 1.807, 1.174], [-0.631, 0.512, -0.065], [0.040, 0.211, 0.548], [-0.345, 0.175, -0.949], [-1.290, -0.432, 3.057], [-0.417, -0.573, 3.250], [-1.328, 0.509, 2.792], [0.923, 2.757, 2.854], [0.974, 1.878, 2.678], [1.780, 2.891, 3.218], [1.506, 0.185, 1.566], [1.826, -0.743, 1.790], [2.220, 0.434, 1.034], [-1.698, -0.733, -2.943], [-1.382, -0.383, -3.815], [-0.841, -1.318, -2.922], [1.766, 0.220, -2.549], [1.643, -0.756, -2.575], [1.839, 0.609, -3.441], [-1.489, 2.817, -1.100], [-0.848, 1.879, -0.800], [-1.017, 3.514, -1.311], [0.457, -2.291, -2.611], [0.778, -3.018, -3.000], [0.351, -2.522, -1.721], [3.007, 1.010, -0.498], [3.805, 0.568, -0.776], [2.513, 0.446, -1.078]],
  "nbo_charge": [-0.9590, 0.5050, 0.4978, -1.0596, 0.5229, 0.4808, -0.9334, 0.4727, 0.5063, -0.9840, 0.5169, 0.5118, -0.9795, 0.4615, 0.5028, -0.9189, 0.4627, 0.4538, -0.9790, 0.4815, 0.5031, -0.9690, 0.4525, 0.4783, -0.9982, 0.5072, 0.5024, -1.0126, 0.4960, 0.4494, -0.9628, 0.4781, 0.5161, -0.9498, 0.4618, 0.4845],
  "e_lumo_ha": -0.0051,
  "smiles": "O.O.O.O.O.O.O.O.O.O.O.O",
  "gap_ev": 10.0
}

3.
{
  "formula": "H24O12",
  "method": "the ωB97M-V functional and the def2-TZVPD basis",
  "symbols": ["O", "H", "H", "O", "H", "H", "O", "H", "H", "O", "H", "H", "O", "H", "H", "O", "H", "H", "O", "H", "H", "O", "H", "H", "O", "H", "H", "O", "H", "H", "O", "H", "H", "O", "H", "H"],
  "coordinates": [[0.679, 0.232, -0.442], [0.856, -0.672, -0.722], [0.189, 0.130, 0.382], [-1.463, -1.733, -1.394], [-2.044, -1.671, -2.160], [-1.226, -2.666, -1.354], [1.880, -3.963, 1.326], [1.239, -4.534, 1.765], [1.433, -3.111, 1.267], [2.390, -0.173, 2.917], [3.268, -0.078, 3.303], [2.279, -1.125, 2.818], [-1.371, 4.183, 0.454], [-2.184, 3.666, 0.448], [-0.676, 3.526, 0.573], [1.733, 4.254, -3.115], [1.217, 3.504, -3.431], [2.414, 4.370, -3.787], [0.505, 0.781, -4.919], [0.475, 1.225, -5.774], [1.436, 0.560, -4.803], [-4.431, 0.322, -0.857], [-4.144, 1.151, -0.459], [-3.609, -0.147, -1.042], [2.898, -1.114, 0.552], [3.638, -1.725, 0.638], [2.416, -1.436, -0.218], [-2.363, -2.123, 3.678], [-2.056, -1.367, 4.192], [-1.860, -2.067, 2.857], [-0.279, 2.706, 1.957], [-0.694, 2.062, 1.371], [-0.987, 2.967, 2.557], [-0.835, -1.804, 0.313], [0.041, -1.912, -0.073], [-0.763, -2.220, 1.179]],
  "nbo_charge": [-0.8918, 0.4213, 0.4738, -0.9243, 0.4573, 0.4699, -0.9354, 0.4740, 0.4582, -0.9255, 0.4658, 0.4606, -0.9472, 0.4403, 0.4769, -0.9331, 0.4727, 0.4606, -0.9359, 0.4683, 0.4681, -0.9359, 0.4639, 0.4719, -0.9154, 0.4718, 0.4443, -0.9242, 0.4732, 0.4517, -0.9050, 0.4543, 0.4807, -0.8846, 0.4457, 0.4329],
  "e_lumo_ha": -0.0181,
  "smiles": "O.O.O.O.O.O.O.O.O.O.O.O",
  "gap_ev": 9.8
}

4.
{
  "formula": "H24O12",
  "method": "the ωB97M-V functional and the def2-TZVPD basis",
  "symbols": ["H", "H", "H", "H", "H", "H", "H", "H", "H", "H", "H", "H", "H", "H", "H", "H", "H", "H", "H", "H", "H", "H", "H", "H", "O", "O", "O", "O", "O", "O", "O", "O", "O", "O", "O", "O"],
  "coordinates": [[-0.921, -0.865, -1.258], [-0.545, 0.085, -0.132], [2.718, -1.882, -2.514], [4.082, -1.557, -1.930], [0.963, -0.163, -2.733], [2.005, -0.399, -1.652], [-1.338, -1.969, 2.819], [-2.767, -2.423, 3.070], [-0.689, 2.297, 2.500], [-0.167, 2.014, 1.101], [1.755, 0.702, 1.607], [1.156, 0.053, 2.843], [-3.235, -2.570, 0.673], [-2.013, -3.458, 0.845], [3.757, -0.736, 1.654], [3.229, -0.589, 0.236], [-3.738, 3.089, -0.341], [-4.349, 3.583, -1.643], [-2.729, -0.406, -1.260], [-3.070, -1.856, -0.961], [2.046, 3.647, 1.482], [2.528, 2.232, 1.754], [-0.917, 2.230, -1.977], [-1.499, 0.827, -2.036], [-0.296, -0.167, -1.029], [3.418, -2.254, -1.966], [1.875, -0.448, -2.606], [-2.196, -1.648, 3.118], [0.128, 2.233, 1.992], [1.673, -0.147, 2.054], [-2.973, -3.492, 0.771], [4.041, -0.737, 0.733], [-3.508, 3.329, -1.246], [-3.224, -1.157, -1.606], [2.422, 2.876, 1.044], [-0.893, 1.378, -1.528]],
  "nbo_charge": [0.4524, 0.4766, 0.4863, 0.4627, 0.4886, 0.4832, 0.4668, 0.4815, 0.4762, 0.4822, 0.4745, 0.4810, 0.4572, 0.4719, 0.4802, 0.4589, 0.4676, 0.4726, 0.4525, 0.4629, 0.4779, 0.4559, 0.4485, 0.4612, -0.9059, -0.9720, -0.9489, -0.9482, -0.9595, -0.9586, -0.9248, -0.9398, -0.9397, -0.9165, -0.9295, -0.9357],
  "e_lumo_ha": -0.0198,
  "gap_ev": 8.9
}

5.
{
  "formula": "H25O12",
  "method": "the ωB97M-V functional and the def2-TZVPD basis",
  "symbols": ["O", "H", "H", "O", "H", "H", "O", "H", "O", "H", "H", "O", "H", "H", "O", "H", "H", "O", "H", "H", "O", "H", "H", "O", "H", "H", "O", "H", "H", "O", "H", "H", "O", "H", "H", "H", "H"],
  "coordinates": [[0.725, 0.551, 3.162], [1.005, -1.939, -1.391], [-4.043, 0.078, -0.642], [0.059, 1.070, -1.515], [-0.524, 1.111, -0.659], [-1.072, 3.930, 2.691], [1.874, 3.828, -0.741], [0.825, -3.261, -1.139], [-1.192, -1.976, -0.748], [1.472, 3.160, -1.226], [-1.871, -2.423, -0.951], [-2.443, 1.103, -2.808], [-2.672, 1.021, -3.744], [-3.075, 1.797, -2.609], [1.226, -0.971, -0.695], [2.013, -1.196, -0.211], [1.205, 0.079, -1.004], [-0.669, 3.120, 2.775], [1.620, 4.639, -1.058], [0.143, -2.144, 2.044], [-3.737, -0.314, 0.228], [-4.489, -0.922, 0.220], [-0.396, 0.715, -2.308], [0.891, -3.084, -2.021], [0.279, 0.063, 3.734], [-0.080, -3.430, -2.297], [2.589, 1.790, 0.434], [2.327, 2.761, 0.374], [3.288, 1.759, 1.073], [-0.297, -1.395, 1.505], [-0.925, -1.990, 0.250], [0.193, 1.367, 3.064], [2.090, -3.837, 0.585], [-0.856, 2.714, 1.933], [1.455, -3.361, 0.987], [0.201, -0.631, 1.666], [2.861, -3.780, 1.039]],
  "nbo_charge": [-0.9489, 0.5366, 0.4612, -0.9741, 0.5167, 0.4824, -0.9394, 0.4890, -1.0070, 0.4874, 0.4492, -0.9532, 0.4799, 0.4779, -0.9112, 0.5111, 0.5822, -0.9346, 0.4876, 0.4740, -0.9260, 0.4653, 0.5326, -0.8419, 0.4607, 0.5346, -1.0118, 0.5030, 0.4765, -0.9409, 0.5029, 0.4985, -0.9287, 0.4603, 0.4491, 0.5143, 0.4847],
  "e_lumo_ha": -0.1059,
  "total_charge": 1,
  "gap_ev": 10.7
}

6.
{
  "formula": "H25O12",
  "method": "the ωB97M-V functional and the def2-TZVPD basis",
  "symbols": ["O", "H", "H", "O", "H", "H", "O", "H", "O", "H", "H", "O", "H", "H", "O", "H", "H", "O", "H", "H", "O", "H", "H", "O", "H", "H", "O", "H", "H", "O", "H", "H", "O", "H", "H", "H", "H"],
  "coordinates": [[1.531, 0.100, 1.726], [1.984, 0.162, 0.870], [0.749, 0.761, 1.680], [3.928, 0.719, -1.089], [3.340, 0.902, -1.832], [-3.491, -1.288, -0.409], [1.998, 1.746, -3.016], [-0.844, -3.756, 3.031], [-3.201, 1.018, -0.797], [1.869, 2.383, -3.729], [-3.434, 0.594, -1.624], [-0.769, 1.912, -0.272], [-0.586, 1.256, -0.991], [-1.756, 1.648, -0.265], [-0.236, 1.548, 2.684], [-0.552, 2.385, 2.296], [0.646, 1.913, 2.903], [-2.708, -1.811, -0.243], [-0.308, -1.441, 0.512], [1.440, 3.987, 0.321], [-0.194, -1.625, 1.454], [-0.887, -1.392, 2.098], [4.151, -0.205, -1.151], [-1.443, -3.009, 3.165], [0.683, -0.855, 1.605], [-1.111, -2.689, 4.008], [1.550, -3.729, -0.563], [2.097, -4.376, -1.022], [1.018, -3.346, -1.267], [1.695, 3.675, 1.201], [-3.801, 1.685, -0.507], [2.601, 3.359, 1.026], [-2.185, -0.425, -3.851], [-2.586, -2.568, -0.799], [-1.311, -0.283, -3.471], [2.579, 2.219, -2.413], [-2.173, -1.380, -3.790]],
  "nbo_charge": [-0.8671, 0.5205, 0.4896, -0.9537, 0.4666, 0.4938, -0.9518, 0.4911, -0.9518, 0.5050, 0.5428, -0.3176, 0.5070, 0.5202, -0.8138, 0.5056, 0.5187, -0.9850, 0.5200, 0.4752, -0.8200, 0.5670, 0.4893, -0.9490, 0.4973, 0.4777, -0.9462, 0.4941, 0.4531, -0.9624, 0.5225, 0.4909, -0.9171, 0.4968, 0.4471, 0.4685, 0.4753],
  "e_lumo_ha": [-0.2742, -0.5350],
  "spin_multiplicity": 2,
  "total_charge": 2,
  "gap_ev": [9.7, 2.6]
}